1.
A 2-piece molecular cluster, C2H6ClIN4O6P2 overall at a distorted geometry. Source: OMol25; level of theory: ωB97M-V/def2-TZVPD.

```
! wB97M-V def2-TZVPD RIJCOSX def2/J DEFGRID3
* xyz 0 1
I 1.30494 1.41827 -1.79766
Cl -0.31933 5.17931 -2.64134
P 1.00721 1.19753 0.64782
P -0.65187 -4.36586 1.22566
O -0.37376 2.25800 1.00039
O -0.28144 5.06127 -4.08600
O 0.07869 -5.08623 0.02295
O -1.30385 4.25853 -2.10699
O 0.98597 4.86092 -2.09614
O -0.67797 6.53601 -2.27631
N 0.43096 -0.42440 1.11848
N 1.03263 -2.03667 -0.95781
N -0.61439 -1.95788 2.60031
N -0.26181 -2.63572 1.41924
C 0.44381 -1.75986 0.40787
C -0.20590 -0.50582 2.48805
H 1.34004 -3.05329 -1.02958
H -2.09637 -4.48260 0.98339
H 1.94002 -1.50723 -1.11333
H -0.33163 -5.13998 2.43251
H -0.30646 0.40050 3.23930
H -1.13952 1.78521 0.51919
*
```

HOMO level in eV: -7.9
LUMO energy in eV: -2.64
Maximum force in eV Å⁻¹: 7.3
Total energy in hartree: -2190.407242
Gap between HOMO and LUMO in eV: 5.214

=====

2.
C2H6ClMg2O as an isolated structure at a distorted geometry. Source: OMol25; level of theory: ωB97M-V/def2-TZVPD.

```
! wB97M-V def2-TZVPD RIJCOSX def2/J DEFGRID3
* xyz 3 1
Cl -1.28206 -0.10886 3.09375
Mg -2.89100 1.33799 2.24114
Mg 0.17372 -0.80584 4.91276
O 0.34018 0.11851 -2.60838
C 0.32125 0.39730 -0.32768
C 0.36108 -0.64773 -1.48186
H -0.51658 1.08856 -0.41875
H 1.24766 0.97162 -0.33122
H 0.26812 -0.08879 0.64648
H 1.24935 -1.27714 -1.42779
H -0.52724 -1.27898 -1.45928
H 1.25547 0.29342 -2.83916
*
```

HOMO level in eV: -18.2
LUMO energy in eV: -15.62
Maximum force in eV Å⁻¹: 1.3
Total energy in hartree: -1014.175337
Gap between HOMO and LUMO in eV: 2.573